1.
The following is a DFT calculation (ωB97M-V with the def2-TZVPD basis set) of a 10-piece molecular cluster, C30H51BF14N10O23PS2 overall in a non-equilibrium geometry.

Element x y z (Å)
C  6.05  1.14  -0.39
C  4.97  0.57  -1.48
O  3.78  0.14  -0.77
B  2.78  -0.39  -1.68
O  3.16  -0.35  -3.05
N  1.45  -1.01  -1.14
C  1.87  -2.34  -0.62
F  2.16  -2.34  0.81
F  0.94  -3.40  -0.80
C  3.28  -2.93  -1.16
C  3.46  -3.71  -2.49
C  4.83  -4.31  -2.96
C  6.11  -4.18  -2.10
C  5.96  -3.44  -0.75
C  7.25  -3.32  0.21
F  7.69  -4.67  0.42
F  6.91  -2.83  1.51
F  8.33  -2.63  -0.39
C  4.61  -2.85  -0.30
C  0.37  -0.98  -2.19
P  0.56  -2.13  -3.69
C  -0.03  -1.30  -5.31
C  -0.62  -3.64  -3.54
C  -0.04  -4.97  -4.23
C  0.15  0.49  -2.81
O  0.14  1.61  -1.92
C  0.57  1.42  -0.58
S  1.88  2.69  -0.07
C  0.88  -0.07  -0.06
S  -0.55  -0.64  0.94
O  -0.66  -2.10  1.25
O  -0.37  0.00  2.31
C  -2.26  -0.13  0.38
F  -3.08  -1.31  0.35
F  -2.36  0.40  -0.94
C  -3.03  0.89  1.34
F  -2.29  2.09  1.64
F  -3.30  0.18  2.56
C  -4.45  1.42  0.82
F  -5.09  0.63  -0.15
F  -5.32  1.42  1.96
C  -4.46  2.93  0.27
F  -4.45  3.91  1.30
F  -3.50  3.18  -0.74
F  -5.73  3.09  -0.38
H  5.67  1.07  0.69
H  7.03  0.53  -0.49
H  6.34  2.22  -0.67
H  5.53  -0.28  -2.01
H  4.79  1.47  -2.19
H  3.75  -1.11  -3.30
H  2.60  -3.90  -3.19
H  4.94  -4.88  -3.96
H  7.14  -4.58  -2.37
H  4.60  -2.34  0.73
H  -0.68  -1.29  -1.78
H  -0.09  -2.09  -6.15
H  -1.12  -0.96  -5.15
H  0.64  -0.42  -5.58
H  -0.96  -3.83  -2.47
H  -1.58  -3.36  -4.13
H  1.08  -4.95  -4.46
H  -0.23  -5.89  -3.57
H  -0.60  -5.16  -5.22
H  -0.89  0.44  -3.33
H  0.89  0.73  -3.67
H  -0.32  1.79  0.07
H  1.36  3.48  0.95
H  1.73  0.10  0.71
C  -4.37  5.55  3.80
N  -3.26  6.21  4.53
O  -2.69  5.56  5.40
O  -3.00  7.36  4.21
H  -4.49  4.54  4.19
H  -5.27  6.13  3.97
H  -4.10  5.52  2.75
C  1.75  7.06  -1.15
N  3.07  6.38  -1.04
O  3.15  5.45  -0.25
O  3.97  6.80  -1.74
H  1.05  6.59  -0.47
H  1.90  8.11  -0.88
H  1.42  6.97  -2.18
C  2.39  -6.90  1.24
N  3.55  -6.44  0.43
O  3.34  -6.17  -0.75
O  4.62  -6.36  0.99
H  1.51  -6.93  0.61
H  2.63  -7.90  1.61
H  2.26  -6.20  2.06
C  -3.03  1.81  5.24
N  -4.39  1.83  5.84
O  -4.81  2.90  6.24
O  -4.99  0.77  5.88
H  -2.62  2.82  5.27
H  -2.42  1.13  5.83
H  -3.13  1.46  4.21
C  9.28  5.03  -0.75
N  8.10  4.22  -1.13
O  8.14  3.66  -2.22
O  7.18  4.17  -0.34
H  10.02  4.99  -1.55
H  8.94  6.05  -0.59
H  9.69  4.61  0.17
C  -6.41  -1.65  -1.85
N  -7.45  -2.09  -2.82
O  -8.61  -1.89  -2.53
O  -7.05  -2.62  -3.84
H  -6.91  -1.19  -0.99
H  -5.85  -2.53  -1.55
H  -5.78  -0.92  -2.35
C  -2.21  -5.89  2.47
N  -1.14  -6.83  2.03
O  0.00  -6.60  2.41
O  -1.48  -7.77  1.33
H  -1.76  -5.11  3.08
H  -2.66  -5.47  1.57
H  -2.94  -6.47  3.04
C  -10.65  -3.08  -0.42
N  -11.97  -3.67  -0.07
O  -12.39  -4.56  -0.79
O  -12.54  -3.21  0.90
H  -10.26  -3.59  -1.30
H  -10.80  -2.02  -0.62
H  -9.99  -3.24  0.43
C  -0.09  8.72  4.86
N  1.17  8.59  4.08
O  1.08  8.27  2.91
O  2.21  8.81  4.67
H  -0.93  8.49  4.21
H  -0.04  8.01  5.69
H  -0.15  9.74  5.22

Calculated values
**LUMO**: -4.101 eV
**2S+1**: 1
**Frontier orbital gap**: 7.60 eV
**Energy**: -6011.030592 a.u.
**Charge**: +1

Atom charges from the Mulliken analysis, given in e for atoms 1 to 4: -0.73, 0.01, -0.52, -0.49

=====

2.
The following is a DFT calculation (ωB97M-V with the def2-TZVPD basis set) of a 3-piece molecular cluster, C30H51BrF2N4O10PS overall in a non-equilibrium geometry.

Element x y z (Å)
C  -0.06  3.46  -2.02
O  0.88  2.84  -1.15
C  1.65  1.82  -1.75
C  1.23  0.42  -1.26
C  1.32  0.17  0.27
C  2.06  1.26  1.03
O  3.17  1.52  0.94
Br  0.96  2.30  2.29
N  -0.25  0.37  -1.53
C  -0.46  0.12  -2.82
N  -1.55  0.27  -3.53
C  -2.78  0.76  -2.89
C  -3.90  -0.25  -2.71
C  -5.13  0.31  -2.01
N  -3.92  -1.45  -3.07
P  -1.57  -0.14  -5.26
S  -1.97  1.42  -6.33
N  0.73  -0.38  -3.34
C  1.59  -0.79  -2.18
C  1.05  -2.11  -1.61
C  0.49  -3.09  -2.67
C  -1.00  -3.38  -2.38
C  -1.12  -4.26  -1.12
C  -2.48  -4.07  -0.40
C  -2.42  -3.06  0.78
C  -3.74  -2.24  0.89
C  -3.52  -0.75  1.14
O  -3.24  -0.48  2.52
C  -3.43  0.81  2.88
C  -3.11  1.95  1.93
O  -3.85  1.05  3.94
C  3.02  -0.77  -2.80
C  4.12  -1.64  -2.15
C  4.10  -3.11  -2.61
C  4.22  -1.50  -0.60
H  -0.97  3.71  -1.46
H  0.31  4.41  -2.42
H  -0.35  2.85  -2.88
H  2.69  1.98  -1.44
H  1.64  1.94  -2.84
H  0.31  0.13  0.68
H  1.81  -0.77  0.52
H  -0.83  1.07  -1.07
H  -3.16  1.61  -3.47
H  -2.56  1.18  -1.90
H  -5.83  -0.50  -1.82
H  -5.56  1.09  -2.64
H  -4.79  0.76  -1.07
H  -3.02  -1.68  -3.51
H  -0.32  -0.64  -5.64
H  -2.50  -1.20  -5.43
H  1.19  0.21  -4.02
H  1.83  -2.64  -1.06
H  0.26  -1.95  -0.88
H  1.00  -4.05  -2.54
H  0.67  -2.80  -3.71
H  -1.52  -2.45  -2.13
H  -1.50  -3.91  -3.20
H  -0.35  -3.99  -0.39
H  -0.94  -5.31  -1.34
H  -2.77  -5.03  0.03
H  -3.20  -3.71  -1.15
H  -2.33  -3.63  1.71
H  -1.55  -2.40  0.71
H  -4.30  -2.62  1.75
H  -4.32  -2.34  -0.02
H  -2.69  -0.39  0.51
H  -4.41  -0.20  0.83
H  -2.16  1.81  1.39
H  -2.96  2.84  2.54
H  -3.91  2.18  1.23
H  2.90  -1.11  -3.84
H  3.42  0.25  -2.88
H  5.07  -1.25  -2.52
H  3.15  -3.61  -2.40
H  4.29  -3.18  -3.68
H  4.86  -3.64  -2.03
H  5.28  -1.60  -0.35
H  3.70  -2.29  -0.06
H  3.89  -0.49  -0.34
C  5.85  2.03  4.27
C  6.07  1.78  2.80
O  7.09  0.80  2.80
C  6.94  0.08  3.96
O  7.44  -0.97  4.17
O  6.14  0.75  4.84
F  6.53  2.89  2.18
H  6.54  2.77  4.68
H  4.83  2.34  4.50
H  5.20  1.40  2.27
C  -3.00  3.31  6.59
C  -1.95  4.12  5.87
O  -1.68  5.17  6.77
C  -1.92  4.67  8.02
O  -1.55  5.18  9.03
O  -2.63  3.51  7.96
F  -2.45  4.64  4.71
H  -4.00  3.70  6.42
H  -2.97  2.26  6.32
H  -1.04  3.56  5.65

Calculated values
**LUMO**: -3.403 eV
**2S+1**: 1
**Frontier orbital gap**: 9.24 eV
**Energy**: -5658.183671 a.u.
**Charge**: +1

Atom charges from the Mulliken analysis, given in e for atoms 1 to 4: -0.58, -0.33, -1.90, 1.33

=====

3.
The following is a DFT calculation (ωB97M-V with the def2-TZVPD basis set) of C30H51NP2Re as an isolated structure in a non-equilibrium geometry.

Element x y z (Å)
Re  -0.68  -0.60  2.24
C  -1.47  -1.00  4.35
C  -2.23  -1.72  3.35
C  -0.05  -2.48  3.27
C  -0.12  -1.42  4.27
C  -1.34  -2.67  2.72
C  -2.05  -0.06  5.36
H  -2.93  0.46  4.97
H  -1.31  0.70  5.66
H  -2.35  -0.61  6.25
C  1.02  -0.97  5.13
H  0.78  -0.04  5.65
H  1.91  -0.81  4.51
H  1.26  -1.73  5.88
C  1.16  -3.32  3.00
H  1.25  -4.09  3.77
H  2.07  -2.71  3.00
H  1.09  -3.81  2.02
C  -1.74  -3.76  1.77
H  -2.03  -4.66  2.32
H  -0.92  -4.02  1.09
H  -2.60  -3.47  1.16
C  -3.72  -1.73  3.22
H  -4.15  -2.54  3.83
H  -4.04  -1.89  2.19
H  -4.16  -0.79  3.57
C  -0.41  1.57  1.83
C  -1.64  1.38  2.48
C  -2.98  1.46  1.80
C  -3.00  0.64  0.49
C  -2.08  -0.57  0.57
C  -0.76  -0.59  0.06
C  -0.10  0.63  -0.54
C  -0.25  1.89  0.35
H  -3.25  2.51  1.61
H  -2.70  1.27  -0.36
H  -3.74  1.06  2.48
H  -1.10  2.50  0.02
H  0.44  1.84  2.45
H  -1.65  1.61  3.55
H  0.64  2.52  0.23
H  0.96  0.41  -0.66
H  -0.36  -1.54  -0.28
H  -0.51  0.83  -1.54
H  -4.02  0.31  0.28
H  -2.60  -1.52  0.59
P  0.52  1.77  -4.69
P  1.21  -0.61  -6.66
C  0.59  2.15  -6.51
C  1.42  1.13  -7.30
H  1.04  3.15  -6.61
H  -0.43  2.22  -6.91
H  1.10  1.13  -8.35
H  2.48  1.40  -7.29
C  2.50  -1.46  -7.68
H  2.39  -2.55  -7.57
H  3.50  -1.19  -7.32
H  2.42  -1.21  -8.75
C  -0.29  -1.09  -7.64
H  -0.17  -0.87  -8.71
H  -1.16  -0.54  -7.27
H  -0.49  -2.16  -7.51
C  1.48  3.22  -4.06
H  1.42  3.26  -2.97
H  1.10  4.17  -4.46
H  2.53  3.11  -4.33
C  -1.19  2.37  -4.32
H  -1.93  1.68  -4.74
H  -1.37  3.38  -4.72
H  -1.34  2.39  -3.23
C  2.72  -1.41  0.73
C  2.62  -0.43  1.85
C  3.79  0.17  2.33
C  3.47  1.07  3.28
C  2.11  1.05  3.41
C  1.51  2.11  4.42
N  1.51  0.05  2.53
H  2.25  -1.05  -0.18
H  2.33  -2.40  0.93
H  3.80  -1.54  0.47
H  4.80  -0.01  1.99
H  4.16  1.71  3.82
H  2.31  2.57  5.03
H  1.07  3.00  3.93
H  0.72  1.82  5.11

Calculated values
**LUMO (spin up / spin down)**: -4.083 / -8.575 eV
**2S+1**: 4
**Frontier orbital gap (spin up / spin down)**: 8.46 / 3.75 eV
**Energy**: -1988.811166 a.u.
**<S²>**: 3.78
**Charge**: +2

Atom charges from the Mulliken analysis, given in e for atoms 1 to 4: 1.28, -0.35, 1.10, 1.08

=====

4.
The following is a DFT calculation (ωB97M-V with the def2-TZVPD basis set) of C30H52BrN3OP2Pt as an isolated structure in a non-equilibrium geometry.

Element x y z (Å)
N  -1.90  -6.88  -3.59
C  -2.39  -6.48  -2.41
C  -1.91  -5.33  -1.78
C  -0.96  -4.48  -2.45
C  -0.52  -4.92  -3.73
C  -1.01  -6.15  -4.25
C  -0.63  -3.18  -1.81
Pt  0.78  -1.23  -1.74
P  0.12  2.03  -1.58
C  -1.06  -1.86  -2.37
C  -1.88  -0.86  -1.61
C  -2.37  0.31  -2.21
C  -2.76  1.45  -1.45
C  -3.24  1.19  -0.09
C  -3.03  -0.11  0.39
C  -2.27  -1.10  -0.29
Br  -1.60  1.89  1.66
H  -0.17  -3.26  -0.80
H  -1.32  -1.89  -3.48
H  -2.35  -5.05  -0.82
H  0.15  -4.29  -4.32
H  -3.17  -7.11  -1.97
H  -0.61  -6.51  -5.21
H  -2.07  0.46  -3.25
H  -2.12  -2.06  0.21
H  -3.18  2.20  -2.13
H  -3.40  -0.30  1.39
P  2.83  -0.79  -1.22
C  -1.50  2.85  -1.04
C  -2.29  4.03  -1.56
H  -1.48  3.01  0.13
H  -3.88  1.96  0.45
H  -3.29  3.83  -1.09
H  -1.95  5.06  -1.27
H  -2.38  3.87  -2.65
C  0.44  3.04  -3.14
C  0.56  4.55  -2.94
H  -0.29  2.82  -3.94
H  1.42  2.64  -3.45
H  0.70  5.07  -3.90
H  -0.28  5.05  -2.43
H  1.46  4.75  -2.37
C  1.33  2.81  -0.37
C  1.06  4.18  0.23
H  2.36  2.76  -0.78
H  1.21  2.13  0.48
H  1.92  4.53  0.81
H  0.77  4.96  -0.49
H  0.27  4.06  0.99
C  2.80  0.22  0.31
C  4.05  0.00  1.18
H  1.85  0.08  0.86
H  2.75  1.25  -0.06
H  3.94  -0.94  1.75
H  4.96  -0.06  0.54
H  4.16  0.85  1.89
C  3.81  0.32  -2.30
C  3.78  0.06  -3.80
H  4.83  0.27  -1.89
H  3.42  1.33  -2.09
H  4.33  -0.85  -4.05
H  2.76  -0.03  -4.19
H  4.26  0.90  -4.32
C  3.47  -2.43  -0.57
C  2.35  -2.80  0.44
H  4.49  -2.37  -0.12
H  3.55  -3.15  -1.45
H  1.74  -3.66  0.11
H  2.77  -2.97  1.44
H  1.62  -1.97  0.52
C  -3.71  0.78  4.05
N  -2.43  0.57  4.71
C  -1.98  1.64  5.58
C  -1.62  -0.41  4.17
O  -2.02  -1.12  3.24
N  -0.37  -0.66  4.73
C  0.46  0.24  5.52
C  0.26  -1.88  4.29
H  -4.35  1.39  4.73
H  -4.21  -0.16  3.79
H  -3.56  1.38  3.12
H  -1.55  1.25  6.52
H  -1.25  2.31  5.06
H  -2.88  2.23  5.83
H  0.06  0.31  6.56
H  1.49  -0.20  5.54
H  0.53  1.24  5.02
H  -0.50  -2.65  4.08
H  0.88  -1.74  3.39
H  0.93  -2.22  5.08

Calculated values
**LUMO (spin up / spin down)**: -12.264 / -14.185 eV
**2S+1**: 5
**Frontier orbital gap (spin up / spin down)**: 6.21 / 4.76 eV
**Energy**: -4788.004559 a.u.
**<S²>**: 6.10
**Charge**: +4

Atom charges from the Mulliken analysis, given in e for atoms 1 to 4: 0.08, -0.45, -0.30, -0.23

=====

5.
The following is a DFT calculation (ωB97M-V with the def2-TZVPD basis set) of C30H52Cl2N3PTc as an isolated structure in a non-equilibrium geometry.

Element x y z (Å)
P  -1.48  0.34  -0.33
C  -2.44  0.95  1.22
C  -3.93  1.33  1.13
C  -4.40  1.99  2.43
C  -4.05  1.18  3.68
C  -2.59  0.73  3.71
C  -2.19  0.03  2.41
C  -2.24  -1.40  -0.60
C  -3.74  -1.56  -0.36
C  -4.20  -2.94  -0.84
C  -3.41  -4.07  -0.18
C  -1.89  -3.87  -0.27
C  -1.46  -2.47  0.18
C  -2.49  1.22  -1.64
C  -2.29  2.74  -1.55
C  -3.20  3.46  -2.54
C  -3.01  2.97  -3.98
C  -3.07  1.44  -4.09
C  -2.16  0.75  -3.06
H  -1.87  1.88  1.38
H  -4.54  0.43  0.94
H  -4.13  2.02  0.29
H  -5.49  2.14  2.38
H  -3.95  2.99  2.50
H  -4.27  1.78  4.57
H  -4.70  0.30  3.73
H  -1.93  1.59  3.86
H  -2.42  0.05  4.56
H  -1.12  -0.25  2.46
H  -2.78  -0.90  2.30
H  -2.04  -1.56  -1.67
H  -4.08  -3.00  -1.93
H  -4.33  -0.79  -0.87
H  -3.95  -1.48  0.72
H  -5.27  -3.06  -0.63
H  -3.68  -5.03  -0.63
H  -3.69  -4.14  0.88
H  -1.37  -4.62  0.33
H  -1.57  -4.01  -1.31
H  -0.38  -2.34  0.02
H  -1.65  -2.36  1.26
H  -3.54  0.97  -1.43
H  -2.45  3.12  -0.54
H  -1.24  2.94  -1.80
H  -4.25  3.31  -2.25
H  -3.01  4.54  -2.49
H  -2.05  3.33  -4.36
H  -3.77  3.41  -4.63
H  -2.77  1.13  -5.09
H  -4.10  1.11  -3.93
H  -2.26  -0.34  -3.18
H  -1.11  1.00  -3.26
Tc  2.00  0.39  -0.18
Cl  0.89  -0.70  -1.96
Cl  1.02  1.49  1.63
C  3.00  -1.29  0.31
H  3.97  -1.54  -0.16
C  2.74  -2.24  1.35
C  3.71  -3.26  1.61
C  3.50  -4.22  2.58
C  2.31  -4.21  3.33
C  1.34  -3.22  3.11
C  1.55  -2.24  2.14
H  4.62  -3.27  1.00
H  4.26  -4.98  2.76
H  0.42  -3.23  3.69
H  0.80  -1.46  1.97
H  2.14  -4.98  4.09
C  6.02  1.90  1.74
N  6.01  1.85  0.28
C  7.29  2.11  -0.36
C  4.92  1.43  -0.38
N  3.81  1.16  0.34
N  4.85  1.23  -1.70
C  5.85  1.56  -2.70
C  3.62  0.62  -2.20
H  5.25  2.59  2.14
H  7.00  2.28  2.05
H  5.90  0.90  2.18
H  7.75  1.21  -0.76
H  7.19  2.87  -1.14
H  7.95  2.50  0.41
H  4.01  1.34  1.32
H  6.84  1.17  -2.43
H  5.59  1.09  -3.65
H  5.90  2.64  -2.85
H  3.68  -0.47  -2.12
H  2.73  1.10  -1.69
H  3.54  0.87  -3.26

Calculated values
**LUMO (spin up / spin down)**: 0.009 / -0.448 eV
**2S+1**: 4
**Frontier orbital gap (spin up / spin down)**: 6.02 / 6.75 eV
**Energy**: -2681.056903 a.u.
**<S²>**: 3.84

Atom charges from the Mulliken analysis, given in e for atoms 1 to 4: 0.90, -0.12, -0.08, -0.93